Below is a cluster of 2 separate species, H4O2 in total, with properties calculated with ωB97M-V/def2-TZVPD.

Bonds (Å) are listed after each position.
Geometry (Å):
1 O -1.045 0.522 -0.834  H2 0.957, H3 0.957
2 H -0.301 1.122 -0.875  O1 0.957
3 H -1.774 1.063 -0.530  O1 0.957
4 O 1.241 -1.222 0.645  H5 0.957, H6 0.957
5 H 1.428 -0.615 1.361  O4 0.957
6 H 0.452 -0.871 0.232  O4 0.957

Calculated values
- Max |F|: 0.00966 Eh/bohr
- Charge: 0
- Lowest unoccupied orbital energy: 0.650 eV
- SMILES string: O.O
- Electronic energy: -4159.85946 eV
- Relative energy (zero: lowest compared OMol25 entry of this formula, charge and spin): 7.7 kJ/mol
- Frontier orbital gap: 11.94 eV